The following is a quantum chemistry calculation of C18H18F3N4O4Ru as an isolated structure, from OMol25.

```
48
Properties=species:S:1:pos:R:3:mulliken_charge:R:1
Ru -0.229 -0.590 0.077 0.74
C 2.300 2.964 -0.977 -1.58
C 2.810 1.571 -0.633 0.57
C 2.910 1.394 0.883 -1.30
C 1.983 0.460 -1.254 1.11
C 0.838 0.701 -2.015 -1.05
C 0.058 -0.348 -2.523 -0.68
C 0.413 -1.680 -2.311 1.10
C -0.440 -2.818 -2.782 -1.76
C 1.580 -1.924 -1.562 -0.73
C 2.341 -0.884 -1.050 -0.32
H 2.945 3.713 -0.518 0.45
H 1.288 3.121 -0.594 0.20
H 2.287 3.150 -2.051 0.40
H 3.814 1.462 -1.059 0.34
H 1.923 1.424 1.354 0.16
H 3.508 2.199 1.310 0.46
H 3.375 0.450 1.167 0.38
H 0.487 1.709 -2.180 0.38
H -0.858 -0.106 -3.047 0.33
H 0.085 -3.394 -3.547 0.41
H -1.377 -2.459 -3.201 0.37
H -0.665 -3.485 -1.949 0.31
H 1.854 -2.947 -1.340 0.34
H 3.204 -1.118 -0.440 0.42
O -2.101 2.475 -2.019 -0.65
C -1.980 2.398 -0.821 0.01
C -2.619 3.308 0.227 -0.56
C -2.027 2.844 1.565 -0.51
C -1.201 1.665 1.142 0.35
O -0.547 0.862 1.853 -0.59
N -1.193 1.456 -0.168 0.56
H -3.700 3.175 0.178 0.28
H -2.412 4.349 -0.017 0.31
H -2.766 2.530 2.301 0.37
H -1.384 3.584 2.041 0.25
F -0.200 -3.284 3.734 -0.24
C 0.719 -3.544 2.801 0.76
F 0.592 -4.812 2.422 -0.25
F 1.929 -3.390 3.346 -0.25
C 0.518 -2.581 1.618 0.83
O 0.937 -1.389 1.740 -0.59
O -0.105 -2.969 0.624 -0.53
N -2.200 -1.236 0.004 -0.64
C -3.125 -1.366 0.734 0.71
N -4.176 -1.399 1.405 -0.65
C -4.512 -2.268 2.346 0.48
N -4.882 -2.973 3.181 -0.49
```

Computed properties:
multiplicity	6
E_tot	-1611.1517	a.u.
frontier orbital gap (alpha / beta)	8.912 / 6.910	eV
relative energy (zero: lowest compared OMol25 entry of this formula, charge and spin)	0.1876	eV